Record 1
Here is C11H26BFIN2O4Si2 as an isolated structure from OMol25. Energies are from the ωB97M-V functional and the def2-TZVPD basis.

The geometry in ORCA input format:
```
! RIJCOSX wB97M-V def2-TZVPD def2/J DEFGRID3
* xyz -1 1
I -3.51 1.57 7.04
Si 2.11 -0.96 -1.84
Si 0.90 1.17 -3.52
F -0.75 1.52 6.46
O -4.23 -0.21 4.36
O -1.58 -0.56 6.49
O 0.28 -1.75 5.89
O -0.85 -0.47 4.40
N -2.99 -0.02 2.27
N 1.07 0.35 -2.07
C 1.71 -2.46 -2.93
C -1.83 0.75 6.07
C -2.23 1.01 1.56
C 3.94 -0.53 -2.13
C -0.35 2.57 -3.34
C 1.99 -1.58 -0.05
C 0.26 0.09 -4.96
C -0.59 -1.00 5.60
C -2.64 -1.39 1.83
C 2.51 1.97 -4.14
C -1.79 0.65 4.55
B -3.07 0.14 3.69
H 3.23 1.23 -4.49
H -1.33 2.18 -3.06
H -0.03 3.28 -2.58
H 4.15 -0.37 -3.19
H 0.64 -2.70 -2.87
H -2.79 -2.08 2.66
H 2.65 -2.44 0.11
H -1.60 -1.44 1.52
H 0.97 -1.89 0.18
H -3.27 -1.66 0.98
H 1.02 -0.62 -5.29
H -2.82 1.92 1.45
H -0.47 3.13 -4.28
H 4.60 -1.34 -1.78
H -4.09 -0.91 5.02
H -0.62 -0.46 -4.64
H 2.31 2.65 -4.99
H 2.28 -0.79 0.65
H -1.25 1.24 2.00
H -0.01 0.71 -5.82
H 4.20 0.37 -1.58
H 1.96 -2.28 -3.98
H 2.97 2.55 -3.34
H -1.30 1.54 4.18
H -2.02 0.67 0.55
H 2.27 -3.35 -2.62
*
```

Summary:
HOMO-LUMO gap: 5.1 eV
HOMO energy: -0.1345 Ha



Record 2
Here is a 7-piece molecular cluster, C26H41Br13F3N3O4 overall from OMol25. Energies are from the ωB97M-V functional and the def2-TZVPD basis.

The geometry in ORCA input format:
```
! RIJCOSX wB97M-V def2-TZVPD def2/J DEFGRID3
* xyz 0 1
Br -6.77 -1.29 2.49
Br 8.23 -6.10 -6.72
Br 0.15 0.05 4.15
Br 2.85 -5.16 -3.21
Br 2.18 7.88 0.73
Br 1.72 -5.81 -6.66
Br 2.45 0.30 -2.63
Br -2.53 -5.62 4.77
Br -3.71 -8.42 6.87
Br 6.13 -3.17 -5.97
Br 3.30 7.54 -2.76
Br -1.07 -2.71 6.25
Br -3.39 0.09 2.78
F -1.22 -0.89 -1.47
F 0.21 -1.61 -2.92
F 0.76 -1.52 -0.82
O -1.32 1.71 -2.63
O 0.11 3.87 0.59
O -0.14 0.93 -4.40
O 0.51 3.87 -2.73
N 2.47 1.20 1.80
N -3.90 2.95 -1.54
N 1.40 2.66 -0.94
C -0.88 0.10 5.80
C -4.65 0.99 -0.42
C 2.43 4.38 0.51
C -5.55 -1.35 4.00
C -4.79 -0.06 4.13
C 0.47 0.95 0.49
C -2.20 1.61 -0.33
C 0.61 0.58 -2.05
C 1.30 -4.46 -4.16
C 1.47 8.71 -0.88
C 1.86 0.58 0.88
C 0.08 -0.87 -1.79
C 1.50 7.77 -2.05
C 5.61 -5.00 -6.37
C 0.68 -5.51 -5.04
C -1.07 2.01 -1.25
C -3.11 -6.65 7.39
C -3.58 1.95 -0.85
C 6.55 -5.99 -5.75
C 1.20 3.64 0.11
C -0.43 -0.95 6.77
C 1.48 3.40 -2.20
C -0.30 1.08 -3.21
C 0.40 1.59 -0.91
C -3.57 -5.59 6.42
C 2.86 3.61 -2.77
H 3.17 3.71 0.92
H 6.80 -5.75 -4.72
H -0.30 -5.18 -5.39
H -3.07 3.53 -1.73
H 0.45 8.98 -0.64
H -2.04 2.15 0.60
H -3.41 -4.60 6.84
H 2.33 -0.23 0.34
H -1.10 3.10 -1.25
H 3.40 0.79 1.91
H 0.58 -6.47 -4.55
H -5.42 0.82 4.03
H 0.65 -1.02 6.85
H 2.05 9.61 -1.05
H -4.61 -5.70 6.14
H -3.53 -6.47 8.37
H -6.17 -1.52 4.87
H 0.91 8.16 -2.87
H -5.12 1.43 0.45
H 0.60 -4.15 -3.39
H 5.56 -5.08 -7.45
H 1.63 -3.59 -4.72
H 4.61 -5.11 -5.95
H 2.14 5.13 1.22
H -4.27 -0.02 5.09
H -0.10 0.03 0.51
H -4.22 0.06 -0.10
H -5.41 0.87 -1.18
H -2.03 -6.70 7.47
H 6.12 -6.99 -5.79
H 3.58 3.08 -2.17
H 0.03 1.59 1.23
H -1.92 -0.01 5.52
H -0.72 1.10 6.20
H -0.86 -0.76 7.76
H 1.14 6.77 -1.79
H 2.89 3.28 -3.79
H -2.18 0.56 -0.08
H 2.82 4.88 -0.38
H 3.10 4.66 -2.68
H -4.89 -2.20 3.84
*
```

Summary:
structure (SMILES): [H]/N=C(/C)C[C@@H]1OC(=O)[C@](Br)(C(F)(F)F)[C@@]1(C/C=N/[H])N(C(C)=O)C(C)=O.BrCCBr.BrCCBr.BrCCBr.BrCCBr.BrCCBr.BrCCBr
HOMO-LUMO gap: 9.9 eV
HOMO energy: -0.3590 Ha



Record 3
Here is C20H39IrN3O4PS3 as an isolated structure from OMol25. Energies are from the ωB97M-V functional and the def2-TZVPD basis.

The geometry in ORCA input format:
```
! RIJCOSX wB97M-V def2-TZVPD def2/J DEFGRID3
* xyz 3 2
Ir -0.09 -0.58 -0.12
S -2.23 -0.12 -2.08
S -0.88 -2.88 1.08
S -4.06 1.85 -1.55
P 0.89 0.91 -1.78
O 0.13 2.27 -1.44
O 2.45 1.30 -1.96
O 0.54 0.67 -3.31
O -4.64 -0.32 -3.03
N 1.39 2.05 4.02
N 2.02 -1.90 0.26
N 0.15 -2.43 -1.77
C 0.10 3.38 -2.36
C 1.49 -2.99 -1.92
C -0.13 1.85 2.02
C 1.35 0.63 4.41
C -2.83 1.26 1.57
C 0.68 -3.15 1.98
C 0.38 2.83 4.77
C -2.41 2.58 1.67
C 1.37 0.07 -4.29
C -5.96 0.14 -3.31
C 3.25 1.80 -0.89
C 1.26 2.20 2.52
C -0.89 -3.45 -1.62
C -0.85 -4.12 -0.25
C 1.94 -3.10 1.12
C -1.08 2.86 1.92
C 2.52 -2.20 -1.10
C -0.51 0.53 1.73
C -1.88 0.24 1.61
C -3.84 0.37 -2.31
H 0.46 3.89 4.52
H -2.25 -0.78 1.69
H 1.98 -3.99 0.49
H 2.69 2.53 -0.31
H 2.17 0.09 3.94
H -0.39 4.20 -1.83
H 0.40 0.19 4.10
H -0.47 3.11 -3.25
H 0.01 -4.77 -0.11
H -6.33 -0.48 -4.12
H 1.48 -4.03 -1.62
H -1.75 -4.73 -0.13
H 1.14 -0.99 -4.38
H -3.87 1.01 1.49
H 1.14 0.56 -5.24
H -6.60 0.01 -2.43
H -0.80 -4.22 -2.40
H -5.96 1.19 -3.62
H 4.12 2.27 -1.34
H 2.02 1.58 2.06
H 3.45 -2.77 -1.07
H -1.86 -2.96 -1.75
H 2.31 2.42 4.28
H 1.11 3.67 -2.65
H 2.42 0.21 -4.05
H -0.62 2.47 4.53
H 1.82 -2.98 -2.96
H -3.13 3.38 1.62
H 0.55 2.72 5.84
H 0.61 -4.12 2.46
H 3.57 0.98 -0.24
H -0.77 3.89 2.06
H 1.45 0.54 5.49
H 1.47 3.25 2.29
H 2.66 -1.24 0.68
H 0.68 -2.38 2.75
H 2.81 -3.16 1.79
H -0.09 -1.86 -2.59
H 2.72 -1.25 -1.60
*
```

Summary:
HOMO-LUMO gap (spin up / spin down): 6.3 / 5.8 eV
HOMO energy (spin up / spin down): -0.5958 / -0.5917 Ha



Record 4
Here is C22H34ClN6O4Zn as an isolated structure from OMol25. Energies are from the ωB97M-V functional and the def2-TZVPD basis.

The geometry in ORCA input format:
```
! RIJCOSX wB97M-V def2-TZVPD def2/J DEFGRID3
* xyz -1 1
Zn -0.79 -0.25 0.57
Cl -2.95 0.13 0.88
O 0.14 -0.23 -1.35
O 2.79 -0.93 0.67
O -0.55 -2.30 0.59
O -0.44 -0.75 2.90
N 0.40 1.39 0.94
N 3.47 1.04 -0.31
N -1.28 -0.19 4.96
N 0.89 1.90 5.38
N 0.47 -4.14 -0.26
N 1.36 2.37 2.99
C 0.42 -2.83 -0.01
C 0.39 2.45 -2.28
C 1.54 -4.72 -1.05
C -4.31 0.91 -2.05
C 0.83 1.82 1.96
C -2.03 -0.13 -2.36
C -0.35 1.65 -4.44
C -0.49 0.05 -2.51
C -0.44 -1.12 5.69
C 2.87 -0.17 -0.31
C -0.54 -5.03 0.29
C 3.67 1.80 -1.53
C 1.07 2.08 4.23
C -2.83 0.94 -2.23
C -1.26 -0.14 3.62
C 4.00 1.60 0.92
C -0.11 1.43 -3.09
C 0.64 3.71 -2.83
C 0.39 3.94 -4.19
C -0.09 2.90 -5.00
C -2.48 -1.54 -2.18
C -2.04 0.77 5.75
H 2.18 -5.37 -0.43
H 5.08 1.77 0.81
H 0.34 -0.58 6.25
H -2.54 1.47 5.05
H -4.84 1.35 -2.91
H -2.50 -1.80 -1.10
H -2.38 1.94 -2.15
H -0.10 -5.64 1.08
H 2.15 -3.91 -1.47
H 1.28 -2.25 -0.38
H -2.03 0.51 3.17
H -0.28 3.06 -6.07
H -0.76 0.83 -5.04
H 4.74 1.94 -1.73
H 0.57 4.93 -4.62
H -4.69 -0.10 -1.87
H -2.80 0.26 6.36
H 3.53 2.57 1.13
H 2.42 -0.43 -1.28
H -4.56 1.53 -1.17
H -0.92 -5.68 -0.51
H 1.04 4.50 -2.19
H -1.38 1.34 6.42
H -1.78 -2.23 -2.68
H -1.35 -4.41 0.69
H 0.58 2.23 -1.22
H 3.22 1.25 -2.37
H -3.48 -1.70 -2.59
H -1.05 -1.67 6.41
H -0.19 -0.67 -3.30
H 3.81 0.91 1.74
H 1.12 -5.32 -1.87
H 0.02 -1.81 4.97
H 3.20 2.79 -1.46
*
```

Summary:
HOMO-LUMO gap: 7.5 eV
HOMO energy: -0.1830 Ha



The electronic energy results, record by record, are as follows: -50253.9619, -958992.6467, -78639.3964, -101440.5853 eV.
The F_max results, record by record, are as follows: 1.31, 1.81, 5.18, 2.36 eV/Å.